{
  "formula": "C9H18OSi2",
  "method": "ωB97M-V with the def2-TZVPD basis set",
  "elements": ["C", "C", "C", "C", "C", "C", "C", "C", "C", "O", "Si", "Si", "H", "H", "H", "H", "H", "H", "H", "H", "H", "H", "H", "H", "H", "H", "H", "H", "H", "H"],
  "xyz": [[1.5010, 0.8382, 4.1141], [-0.1953, 2.9137, -2.1464], [1.3385, 0.9880, 2.8112], [0.3009, 1.6741, -1.8853], [0.6772, -2.0376, -2.7572], [0.3699, -2.8684, -1.5181], [-0.4795, -1.7342, -1.9558], [-2.3719, -0.0614, 1.3066], [-1.8386, 1.0170, 0.3663], [0.9943, -0.0747, 0.0610], [2.0101, 0.0261, 1.4243], [-0.3068, 0.3392, -0.7917], [1.0979, 1.5287, 4.8755], [2.3669, 0.3316, 4.5479], [0.2456, 3.5416, -2.9159], [-1.0788, 3.1860, -1.5921], [0.4749, 1.7159, 2.3361], [1.2117, 1.4074, -2.4417], [1.4181, -1.1783, -2.8731], [0.6713, -2.5847, -3.6523], [0.0897, -3.9410, -1.7467], [1.0475, -2.7485, -0.6403], [-1.5509, -1.9436, -2.1021], [-3.0644, 0.4323, 1.9792], [-2.7460, -0.9459, 0.8762], [-1.6368, -0.5360, 2.0670], [-1.4143, 1.8079, 1.0405], [-2.5545, 1.3954, -0.2518], [1.8697, -1.3801, 1.8041], [3.4115, 0.3082, 0.9719]],
  "energy_ha": -1007.8541,
  "e_above_lowest_kcal_mol": 40.86,
  "mol_weight_g_mol": 198.41,
  "lumo_ev": 0.776
}

***

{
  "formula": "C9H18Si",
  "method": "ωB97M-V with the def2-TZVPD basis set",
  "elements": ["C", "C", "C", "Si", "C", "C", "H", "H", "H", "H", "H", "H", "H", "H", "H", "H", "C", "C", "C", "C", "H", "H", "H", "H", "H", "H", "H", "H"],
  "xyz": [[0.5644, 0.0581, 2.9926], [-0.3207, -0.0902, 1.8683], [-1.1426, -0.1941, 0.9858], [-2.3276, -0.1794, -0.4597], [-4.1844, -0.4612, 0.2274], [-1.8668, -1.4999, -1.6977], [-0.0944, 0.5827, 3.7036], [1.4543, 0.6466, 2.5962], [0.9438, -0.8735, 3.4180], [-2.1499, 1.2913, -1.1094], [-4.5360, -0.1832, 1.2213], [-4.9222, -0.2689, -0.4628], [-4.2243, -1.5797, 0.3805], [-1.5972, -1.2662, -2.6558], [-1.0762, -2.1127, -1.2848], [-2.7470, -2.1813, -1.8515], [1.4474, 1.7976, -0.6695], [2.3422, 0.7533, -0.5859], [2.1599, -0.4090, -1.4968], [3.5014, 0.7923, 0.3987], [1.5310, 2.7249, -0.1378], [0.6216, 1.8432, -1.3835], [3.1606, -0.6734, -1.9163], [1.9163, -1.3481, -0.9887], [1.4745, -0.1403, -2.2302], [3.6243, -0.2723, 1.0048], [3.2124, 1.4799, 1.2646], [4.2318, 1.2725, -0.2207]],
  "energy_ha": -643.0901,
  "e_above_lowest_kcal_mol": 53.81,
  "mol_weight_g_mol": 154.33,
  "lumo_ev": 0.916
}

***

{
  "formula": "C9H19BBr2Ca2Cl5CsLiNaO8P2",
  "method": "ωB97M-V with the def2-TZVPD basis set",
  "elements": ["C", "C", "B", "O", "C", "C", "C", "C", "Br", "C", "P", "C", "O", "O", "H", "H", "H", "H", "H", "H", "H", "H", "H", "H", "H", "H", "H", "H", "H", "H", "H", "H", "Li", "Ca", "Br", "O", "H", "Cs", "Cl", "Ca", "O", "P", "O", "O", "O", "Na", "C", "Cl", "Cl", "Cl", "Cl"],
  "xyz": [[2.0211, 4.7998, 1.2538], [1.7980, 3.7379, 0.1704], [1.6151, 2.2920, 0.8061], [0.2945, 1.8856, 1.2664], [0.2796, 0.4381, 1.3638], [-0.9421, 0.1320, 0.5598], [-2.2419, 0.3219, 1.3640], [-3.2477, 1.0266, 0.4836], [-2.0092, 1.1669, 3.1253], [1.6690, 0.0453, 0.8047], [2.0041, -1.6587, 0.1416], [3.7833, -1.8180, 0.6363], [0.9774, -2.7223, 0.8908], [2.0035, 1.1358, -0.0483], [2.1151, 5.7993, 0.8458], [2.8796, 4.5487, 1.8743], [1.1366, 4.8359, 1.8967], [2.7245, 3.6976, -0.4189], [1.0085, 4.0119, -0.5228], [2.3760, 2.3267, 1.8513], [0.2547, 0.0587, 2.3828], [-0.9291, 0.7683, -0.3137], [-0.8824, -0.9037, 0.2145], [-2.6548, -0.6380, 1.5780], [-2.8804, 1.9919, 0.1594], [-3.3678, 0.3909, -0.3986], [-4.2207, 1.0923, 0.9544], [2.3502, 0.1382, 1.6964], [4.3688, -1.0297, 0.1141], [4.1972, -2.7744, 0.3773], [3.8560, -1.6311, 1.7162], [1.2717, -2.7842, 1.8258], [0.5029, 2.4924, 3.2602], [4.0648, 1.0898, 1.7107], [-3.8319, 3.6346, 2.9437], [6.4281, -1.1750, -0.6064], [6.7113, -2.0682, -0.8102], [5.7810, 1.3771, -1.3709], [2.9204, -4.1631, 1.7768], [-2.8665, -2.4362, 1.8111], [-3.3042, -1.6921, -2.0097], [-4.8097, -1.7093, -1.6833], [-5.0011, -2.3469, -0.3082], [-5.6139, -2.4610, -2.7336], [-5.3040, -0.2677, -1.7589], [-0.7446, -3.2994, -0.9234], [-3.2544, -3.5509, -5.5885], [-1.9033, -2.4036, -5.5434], [-3.3313, -4.4140, -4.0498], [-4.7514, -2.6885, -5.8554], [-2.9869, -4.7133, -6.8972]],
  "energy_ha": -10657.7352,
  "mol_weight_g_mol": 908.07,
  "lumo_ev": -4.295
}